Below is a molecular structure, C49H45AsN7S2SeTc, with properties calculated with the ωB97M-V functional and the def2-TZVPD basis.

The value obtained for the energy above the lowest of the compared OMol25 structures with the same formula, charge and spin is 162.4 kJ/mol. As for the expectation value of S²: 3.843. The value obtained for the frontier orbital gap (alpha / beta) is 5.05 / 4.60 eV. For the HOMO energy (alpha / beta), the calculation gives -13.93 / -13.94 eV.

The geometry in ORCA input format:
```
! wB97M-V def2-TZVPD RIJCOSX def2/J DEFGRID3
* xyz 3 4
Tc -0.511 0.128 0.943
C -3.695 2.860 -2.353
C -3.867 3.856 -1.400
C -3.032 3.862 -0.303
C -2.037 2.901 -0.130
N -1.982 1.868 -1.018
C -2.765 1.884 -2.126
C -1.051 3.071 0.961
C -0.724 4.378 1.305
C 0.116 4.624 2.384
C 0.593 3.560 3.108
C 0.269 2.253 2.718
N -0.507 2.021 1.617
C 0.646 1.119 3.489
C 1.259 1.145 4.747
C 1.037 0.114 5.627
C 0.021 -0.847 5.301
C -0.425 -0.937 4.042
N 0.247 -0.192 2.985
H -4.284 2.833 -3.259
H -4.625 4.617 -1.520
H -3.154 4.623 0.452
H -2.619 1.058 -2.810
H -1.091 5.201 0.712
H 0.352 5.642 2.661
H 1.211 3.722 3.978
H 1.849 1.999 5.052
H 1.509 0.095 6.598
H -0.409 -1.459 6.082
H -1.209 -1.612 3.733
Se -3.620 1.341 4.758
N -4.841 0.278 4.143
C -4.400 -0.257 3.018
C -5.112 -1.155 2.200
C -4.490 -1.568 1.052
C -3.193 -1.141 0.743
N -2.451 -0.329 1.492
C -3.062 0.160 2.628
N -2.491 1.024 3.444
H -6.105 -1.487 2.471
H -4.993 -2.241 0.372
H -2.716 -1.489 -0.164
C 4.040 -5.339 1.211
C 2.967 -5.629 2.045
C 2.094 -4.624 2.416
C 2.285 -3.300 1.983
C 3.346 -3.037 1.101
C 4.216 -4.046 0.731
C 1.364 -2.309 2.498
C 1.393 -0.958 2.432
C 2.540 -0.138 1.979
C 3.736 -0.155 2.694
C 4.798 0.635 2.287
C 4.677 1.454 1.170
C 3.488 1.482 0.456
C 2.428 0.688 0.863
H 4.737 -6.120 0.937
H 2.828 -6.637 2.411
H 1.268 -4.852 3.081
H 3.475 -2.048 0.691
H 5.045 -3.826 0.072
H 0.508 -2.756 2.991
H 3.833 -0.798 3.560
H 5.723 0.617 2.847
H 5.516 2.057 0.852
H 3.395 2.115 -0.417
H 1.522 0.670 0.236
N -1.164 0.821 -0.806
S 1.287 1.310 -2.975
C 0.918 3.033 -3.227
C -0.271 3.472 -3.803
C -0.535 4.831 -3.882
C 0.385 5.754 -3.402
C 1.577 5.314 -2.846
C 1.843 3.955 -2.748
C 0.728 0.469 -4.437
C 0.611 1.084 -5.679
C 0.237 0.329 -6.782
C 0.006 -1.034 -6.660
C 0.139 -1.646 -5.422
C 0.490 -0.899 -4.307
H -1.079 0.245 -1.635
H -0.973 2.761 -4.213
H -1.458 5.171 -4.336
H 0.181 6.813 -3.487
H 2.313 6.030 -2.507
H 2.777 3.607 -2.326
H 0.832 2.135 -5.797
H 0.150 0.806 -7.749
H -0.262 -1.617 -7.530
H -0.016 -2.714 -5.333
H 0.611 -1.369 -3.337
C -1.665 -4.721 0.515
As -0.833 -3.769 -0.951
C 0.580 -4.864 -1.657
C -2.184 -3.551 -2.328
S 0.114 -1.928 -0.429
H -2.297 -5.506 0.099
H -2.270 -4.055 1.126
H -0.886 -5.174 1.126
H 0.195 -5.851 -1.910
H 1.364 -4.954 -0.904
H 0.995 -4.391 -2.545
H -2.366 -4.524 -2.786
H -1.824 -2.857 -3.086
H -3.117 -3.183 -1.903
*
```

Löwdin population analysis, charges in e, atoms 1 to 99: atom 1 (Tc): 1.261, atom 2 (C): 0.003, atom 3 (C): 0.009, atom 4 (C): 0.025, atom 5 (C): -0.091, atom 6 (N): -0.071, atom 7 (C): -0.007, atom 8 (C): -0.163, atom 9 (C): 0.025, atom 10 (C): 0.012, atom 11 (C): 0.049, atom 12 (C): -0.199, atom 13 (N): -0.017, atom 14 (C): -0.163, atom 15 (C): 0.008, atom 16 (C): 0.011, atom 17 (C): -0.026, atom 18 (C): -0.103, atom 19 (N): -0.129, atom 20 (H): 0.138, atom 21 (H): 0.136, atom 22 (H): 0.133, atom 23 (H): 0.149, atom 24 (H): 0.130, atom 25 (H): 0.136, atom 26 (H): 0.128, atom 27 (H): 0.130, atom 28 (H): 0.128, atom 29 (H): 0.132, atom 30 (H): 0.120, atom 31 (Se): 1.287, atom 32 (N): -0.206, atom 33 (C): -0.364, atom 34 (C): 0.064, atom 35 (C): -0.020, atom 36 (C): -0.120, atom 37 (N): -0.041, atom 38 (C): -0.430, atom 39 (N): -0.230, atom 40 (H): 0.145, atom 41 (H): 0.123, atom 42 (H): 0.060, atom 43 (C): -0.046, atom 44 (C): -0.059, atom 45 (C): -0.039, atom 46 (C): -0.228, atom 47 (C): -0.027, atom 48 (C): -0.049, atom 49 (C): -0.028, atom 50 (C): -0.244, atom 51 (C): -0.233, atom 52 (C): -0.015, atom 53 (C): -0.029, atom 54 (C): -0.036, atom 55 (C): -0.041, atom 56 (C): -0.071, atom 57 (H): 0.120, atom 58 (H): 0.117, atom 59 (H): 0.116, atom 60 (H): 0.108, atom 61 (H): 0.119, atom 62 (H): 0.109, atom 63 (H): 0.136, atom 64 (H): 0.123, atom 65 (H): 0.122, atom 66 (H): 0.097, atom 67 (H): 0.052, atom 68 (N): -0.130, atom 69 (S): 0.986, atom 70 (C): -0.524, atom 71 (C): -0.133, atom 72 (C): -0.072, atom 73 (C): -0.070, atom 74 (C): -0.065, atom 75 (C): -0.107, atom 76 (C): -0.521, atom 77 (C): -0.086, atom 78 (C): -0.052, atom 79 (C): -0.067, atom 80 (C): -0.089, atom 81 (C): -0.145, atom 82 (H): 0.020, atom 83 (H): 0.096, atom 84 (H): 0.112, atom 85 (H): 0.114, atom 86 (H): 0.115, atom 87 (H): 0.094, atom 88 (H): 0.112, atom 89 (H): 0.119, atom 90 (H): 0.114, atom 91 (H): 0.102, atom 92 (H): 0.048, atom 93 (C): -0.212, atom 94 (As): 0.790, atom 95 (C): -0.215, atom 96 (C): -0.219, atom 97 (S): 0.267, atom 98 (H): 0.056, atom 99 (H): 0.026

***

Below is a molecular structure, C49H45F4N2OP2S3Ti, with properties calculated with the ωB97M-V functional and the def2-TZVPD basis.

As for the expectation value of S²: 0.755. The value obtained for the frontier orbital gap (alpha / beta) is 7.18 / 7.24 eV. For the HOMO energy (alpha / beta), the calculation gives -7.26 / -7.31 eV.

The geometry in ORCA input format:
```
! wB97M-V def2-TZVPD RIJCOSX def2/J DEFGRID3
* xyz 0 2
Ti -0.547 -0.388 0.419
S 0.862 -3.608 -0.922
P 0.602 -2.091 -2.168
C 0.399 -0.533 -1.414
P -0.443 0.805 -2.082
S -2.086 1.183 -0.927
C 0.625 2.293 -2.014
C 0.127 3.509 -1.558
C 0.950 4.624 -1.474
C 2.283 4.536 -1.846
C 2.789 3.325 -2.302
C 1.968 2.212 -2.377
C -1.045 0.821 -3.806
C -2.388 0.595 -4.088
C -2.848 0.662 -5.393
C -1.970 0.936 -6.431
C -0.625 1.144 -6.161
C -0.167 1.094 -4.853
C 2.063 -2.019 -3.266
C 2.277 -2.913 -4.312
C 3.464 -2.893 -5.028
C 4.466 -1.992 -4.695
C 4.278 -1.122 -3.631
C 3.087 -1.140 -2.922
C -0.805 -2.511 -3.262
C -0.825 -2.279 -4.634
C -1.911 -2.669 -5.404
C -3.015 -3.255 -4.805
C -3.021 -3.460 -3.431
C -1.920 -3.106 -2.672
H -0.913 3.576 -1.264
H 0.546 5.565 -1.121
H 2.925 5.405 -1.782
H 3.829 3.247 -2.590
H 2.383 1.268 -2.708
H -3.074 0.373 -3.281
H -3.895 0.486 -5.598
H -2.334 0.991 -7.449
H 0.067 1.357 -6.965
H 0.882 1.272 -4.659
H 1.525 -3.652 -4.558
H 3.611 -3.593 -5.841
H 5.394 -1.980 -5.253
H 5.064 -0.434 -3.346
H 2.943 -0.475 -2.078
H 0.008 -1.787 -5.118
H -1.898 -2.495 -6.472
H -3.865 -3.554 -5.404
H -3.878 -3.917 -2.953
H -1.901 -3.322 -1.609
C 3.220 -1.175 4.986
C 1.942 -0.488 4.507
N 2.079 0.362 3.326
C 3.049 1.438 3.480
C 2.764 2.368 4.645
C 2.400 -0.386 2.108
C 1.733 -1.737 1.923
N 0.280 -1.656 1.748
C -0.481 -2.776 1.988
C -1.789 -2.801 1.485
F -2.187 -1.687 0.751
C -2.666 -3.850 1.544
F -3.866 -3.723 0.957
C -2.317 -5.013 2.203
C -1.053 -5.027 2.758
F -0.644 -6.113 3.427
C -0.166 -3.965 2.674
F 1.022 -4.134 3.289
H 2.998 -1.924 5.747
H 3.927 -0.465 5.418
H 3.724 -1.689 4.166
H 1.523 0.118 5.316
H 1.181 -1.239 4.284
H 3.044 2.004 2.543
H 4.073 1.039 3.578
H 3.468 3.200 4.642
H 1.759 2.785 4.587
H 2.866 1.863 5.607
H 3.483 -0.603 2.063
H 2.194 0.255 1.242
H 2.021 -2.428 2.708
H 2.155 -2.151 0.997
H -2.985 -5.856 2.281
O -0.193 1.195 1.574
S -0.717 1.268 3.018
C -0.816 3.020 3.273
C -1.357 3.479 4.467
C -1.362 4.841 4.715
C -0.828 5.720 3.779
C -0.292 5.240 2.595
C -0.280 3.875 2.328
C -2.421 0.816 2.926
C -3.367 1.534 2.199
C -4.646 1.021 2.098
C -4.967 -0.189 2.709
C -4.017 -0.897 3.427
C -2.726 -0.394 3.536
H -1.766 2.788 5.192
H -1.780 5.216 5.638
H -0.831 6.783 3.977
H 0.124 5.925 1.868
H 0.133 3.484 1.407
H -3.094 2.458 1.707
H -5.393 1.555 1.527
H -5.969 -0.584 2.613
H -4.267 -1.843 3.888
H -1.959 -0.945 4.067
*
```

Löwdin population analysis, charges in e, atoms 1 to 99: atom 1 (Ti): 0.722, atom 2 (S): 0.337, atom 3 (P): 0.395, atom 4 (C): -0.608, atom 5 (P): 0.497, atom 6 (S): 0.389, atom 7 (C): -0.319, atom 8 (C): -0.110, atom 9 (C): -0.089, atom 10 (C): -0.086, atom 11 (C): -0.074, atom 12 (C): -0.089, atom 13 (C): -0.327, atom 14 (C): -0.113, atom 15 (C): -0.082, atom 16 (C): -0.085, atom 17 (C): -0.078, atom 18 (C): -0.083, atom 19 (C): -0.336, atom 20 (C): -0.094, atom 21 (C): -0.080, atom 22 (C): -0.091, atom 23 (C): -0.083, atom 24 (C): -0.112, atom 25 (C): -0.331, atom 26 (C): -0.108, atom 27 (C): -0.087, atom 28 (C): -0.086, atom 29 (C): -0.076, atom 30 (C): -0.102, atom 31 (H): 0.066, atom 32 (H): 0.099, atom 33 (H): 0.101, atom 34 (H): 0.104, atom 35 (H): 0.073, atom 36 (H): 0.067, atom 37 (H): 0.107, atom 38 (H): 0.103, atom 39 (H): 0.104, atom 40 (H): 0.101, atom 41 (H): 0.108, atom 42 (H): 0.102, atom 43 (H): 0.100, atom 44 (H): 0.101, atom 45 (H): 0.079, atom 46 (H): 0.098, atom 47 (H): 0.105, atom 48 (H): 0.100, atom 49 (H): 0.103, atom 50 (H): 0.072, atom 51 (C): -0.070, atom 52 (C): -0.257, atom 53 (N): -0.207, atom 54 (C): -0.262, atom 55 (C): -0.075, atom 56 (C): -0.200, atom 57 (C): -0.228, atom 58 (N): -0.095, atom 59 (C): -0.228, atom 60 (C): -0.160, atom 61 (F): -0.029, atom 62 (C): -0.231, atom 63 (F): 0.094, atom 64 (C): 0.067, atom 65 (C): -0.210, atom 66 (F): 0.096, atom 67 (C): -0.140, atom 68 (F): 0.076, atom 69 (H): 0.077, atom 70 (H): 0.067, atom 71 (H): 0.073, atom 72 (H): 0.105, atom 73 (H): 0.099, atom 74 (H): 0.120, atom 75 (H): 0.114, atom 76 (H): 0.077, atom 77 (H): 0.059, atom 78 (H): 0.067, atom 79 (H): 0.124, atom 80 (H): 0.105, atom 81 (H): 0.095, atom 82 (H): 0.075, atom 83 (H): 0.133, atom 84 (O): -0.608, atom 85 (S): 1.099, atom 86 (C): -0.383, atom 87 (C): -0.076, atom 88 (C): -0.068, atom 89 (C): -0.070, atom 90 (C): -0.057, atom 91 (C): -0.050, atom 92 (C): -0.395, atom 93 (C): -0.088, atom 94 (C): -0.051, atom 95 (C): -0.050, atom 96 (C): -0.062, atom 97 (C): -0.085, atom 98 (H): 0.119, atom 99 (H): 0.108

***

Number 1: electronic energy -7790.9416 Eh. Number 2: electronic energy -5205.2133 Eh.